Below is a structure of composition C32H50Cl3N6OSSi2Sn, with properties calculated with ωB97M-V with the def2-TZVPD basis set.

```
96
Properties=species:S:1:pos:R:3:lowdin_charge:R:1
Sn -0.6068 0.6314 0.1961 1.108
Cl -5.8606 4.4240 1.7280 0.656
Cl -3.6586 6.3128 1.7028 0.650
Cl -4.3911 4.8984 -0.7224 0.633
S 1.5281 -1.4168 -0.0597 0.725
Si -2.9772 -0.3601 0.9779 0.427
Si -0.0529 0.7940 -2.5561 0.646
O -0.3530 -0.6623 2.2178 -0.283
N -2.6450 2.8536 1.6557 0.214
N 2.1042 -3.9621 0.6235 -0.147
N 1.1218 1.3127 1.6030 -0.052
N -0.0788 3.0816 0.0729 0.010
N 1.6001 0.4818 2.5763 0.078
N 0.2101 -3.2382 1.4575 0.052
C -0.7619 2.4324 -3.1381 -0.196
C 1.7743 4.5733 0.1640 0.006
C 2.5982 1.5786 -2.1865 -0.101
C 0.7585 -0.4958 2.8162 -0.505
C 1.5846 -5.1214 1.3473 -0.091
C 1.7907 1.4675 -4.5497 -0.093
C 1.1840 -1.5077 3.8213 -0.161
C 0.2408 -2.0890 4.6625 -0.031
C -1.2208 -0.5388 -3.2528 -0.653
C -4.2827 4.8047 1.0458 -1.617
C 3.2694 -4.0724 -0.2242 -0.035
C 1.1618 3.3689 0.4792 -0.237
C 3.1101 2.6942 2.0076 -0.002
C 1.2738 -2.9184 0.7016 -0.700
C 1.9619 -3.4378 5.6626 -0.081
C -0.9218 -1.9238 -2.6697 -0.108
C -0.7629 4.0020 -0.5999 -0.182
C -3.1384 -0.4679 2.8196 -0.209
C -3.3513 3.7190 1.3938 -0.383
C 2.5161 -1.9034 3.8938 -0.024
C 0.3931 -4.5325 2.1150 -0.097
C -3.0299 -2.0535 0.1937 -0.201
C -4.4082 0.6455 0.3123 -0.220
C -2.6607 -0.1443 -2.9105 -0.111
C 0.6310 -3.0464 5.5878 -0.078
C -0.2400 5.2412 -0.9282 -0.032
C -1.0851 -0.6102 -4.7820 -0.085
C 1.8037 2.3733 1.3603 -0.255
C 2.9014 -2.8724 4.8093 -0.069
C 1.7484 0.7686 -3.1786 -0.637
C 2.3644 -0.6247 -3.3548 -0.107
C 1.0644 5.5189 -0.5584 -0.022
H -0.8679 2.4045 -4.2266 0.049
H -4.2341 1.0681 -0.6784 0.019
H 1.8372 -1.2010 -4.1192 0.071
H -5.2733 -0.0225 0.2363 0.049
H 1.1351 0.9923 -5.2814 0.072
H -1.3377 0.3394 -5.2607 0.079
H 2.3677 -1.2031 -2.4376 -0.005
H 2.7866 4.7696 0.4855 0.117
H -0.1124 3.2730 -2.8938 0.026
H -2.5053 -1.2549 3.2197 0.007
H 3.2378 -1.4480 3.2271 0.115
H 3.6287 1.6465 -2.5507 0.094
H 0.6151 -4.3986 3.1759 0.101
H 4.1363 -4.3612 0.3710 0.096
H -1.7484 2.6278 -2.7159 0.024
H -2.8595 0.4710 3.3003 0.032
H -3.3459 -0.9472 -3.2047 0.098
H -0.2742 -2.4685 1.9115 0.085
H 3.1057 -4.8237 -1.0003 0.098
H -0.7916 -1.7663 4.6105 0.109
H -4.1824 -0.6902 3.0653 0.048
H -0.8423 5.9579 -1.4698 0.120
H 0.0594 -2.2889 -2.9789 0.074
H 3.8703 2.8752 1.2447 0.095
H -3.6611 -2.6961 0.8164 0.048
H 2.3520 -5.5271 2.0060 0.126
H -0.5020 -5.1430 2.0160 0.121
H 3.9388 -3.1766 4.8673 0.107
H 3.0223 3.5951 2.6183 0.101
H -4.6714 1.4538 0.9914 -0.002
H 1.5163 2.5218 -4.4829 0.074
H 2.2214 2.5998 -2.0696 0.068
H 2.8119 1.4167 -4.9398 0.093
H -0.9310 -1.9185 -1.5812 0.012
H -1.7658 -1.3708 -5.1784 0.094
H -1.6754 -2.6429 -3.0105 0.095
H 2.6221 1.1053 -1.1999 0.051
H -0.1013 -3.4803 6.2567 0.109
H -1.7713 3.7334 -0.8798 0.069
H 1.2839 -5.9004 0.6423 0.127
H -2.9716 0.7616 -3.4351 0.082
H -0.0738 -0.8834 -5.0887 0.065
H 3.4185 1.8693 2.6378 0.073
H -2.7960 0.0250 -1.8412 0.006
H 3.4026 -0.5146 -3.6876 0.091
H 2.2685 -4.1748 6.3939 0.107
H 3.4602 -3.1111 -0.6928 0.053
H -3.4753 -2.0012 -0.8011 0.029
H 1.5225 6.4632 -0.8221 0.121
H -2.0570 -2.5340 0.1014 0.004
```

Calculated values
HOMO level in eV: -9.99
Energy above the lowest of the compared OMol25 structures with the same formula, charge and spin in eV: 1.6137
2S+1: 1
Net charge: +1
Lowest unoccupied orbital energy in eV: -2.99
Electronic energy in eV: -114969.230